Molecular formula: C56H59FeN6O5
Method: DFT, ωB97M-V/def2-TZVPD

Summary:
E_HOMO (alpha / beta) in hartree: -0.23272 / -0.18497
Expectation value of S²: 8.865
Frontier orbital gap (alpha / beta) in eV: 6.5 / 4.3
ΔE to the lowest compared entry with this formula, charge and spin in kcal per mole: 154.7
Spin multiplicity: 6

Positions of all 127 atoms, in Å:
C: 7.17 -1.32 1.82
C: 0.89 2.49 -0.04
C: 0.37 0.51 2.26
C: 2.40 -2.75 3.26
H: 2.39 2.96 -2.99
H: 4.11 -2.15 -2.42
O: 0.42 1.47 3.27
H: 1.34 -3.30 -2.75
C: 3.84 -0.01 -2.49
H: 1.13 -0.09 5.29
H: 1.27 -3.86 1.80
C: -3.91 -5.45 -4.73
H: -5.14 3.46 -2.89
H: -0.77 0.66 -3.37
O: 0.40 -3.09 -0.99
H: -0.35 4.89 0.21
C: -3.20 -2.10 -3.08
C: -3.09 5.08 2.20
O: 2.52 0.56 3.12
H: -2.44 -0.83 3.18
H: 4.93 -3.30 3.42
C: -2.02 3.12 -5.26
C: 4.92 -0.63 1.32
C: -2.02 -4.32 -3.05
C: -1.91 -5.65 -3.42
H: -0.24 1.18 -1.25
H: -3.66 4.28 -4.47
C: 2.29 2.84 3.86
C: -4.30 -1.95 2.72
C: 2.99 -1.80 2.31
H: -0.12 3.00 -4.25
H: -2.67 2.45 -5.82
H: 8.23 -1.19 1.70
C: 1.59 -2.96 -1.74
C: -3.08 -1.33 2.45
C: -1.11 3.25 1.39
C: -0.86 2.31 -4.69
H: 0.60 2.47 -2.12
C: 6.67 -2.32 2.64
H: 1.59 3.53 4.34
H: 6.65 0.30 0.50
H: 2.42 -3.45 6.59
H: 3.37 -1.86 4.96
C: 2.72 -2.66 4.62
C: 2.96 1.04 -2.26
C: 3.29 2.48 -2.60
C: 1.59 0.89 5.31
H: -4.20 -1.72 -3.33
H: -2.06 6.49 0.94
H: -4.78 -2.04 3.69
C: 1.89 3.36 0.27
H: -3.99 3.88 -1.60
H: 2.38 -3.62 -1.34
H: 0.65 -3.10 -0.06
H: -4.65 -5.90 -5.38
H: -5.10 1.09 -2.16
N: -2.93 -1.92 -1.66
H: 2.59 0.80 5.74
H: -4.86 -3.53 -4.72
C: -3.11 3.77 2.67
H: -4.74 -2.80 -1.21
H: -2.15 1.85 2.65
O: 2.16 -1.04 1.48
C: 0.70 1.71 -1.35
N: -3.23 2.71 -3.19
H: -0.36 1.75 -5.48
C: 5.31 -2.50 2.80
C: -2.35 1.73 -2.80
H: 0.99 1.56 5.91
C: 1.55 -3.77 2.85
H: -2.76 -7.25 -4.56
H: 1.75 3.86 1.23
H: -3.84 5.79 2.51
C: -2.14 2.87 2.28
H: -1.10 -6.24 -3.04
H: 7.35 -2.99 3.16
C: -4.02 -4.12 -4.36
H: 4.23 0.03 0.80
C: 3.18 3.67 -0.32
C: 3.44 -1.32 -2.26
H: -2.47 -1.49 -3.63
C: 4.38 -1.64 2.16
C: -3.48 1.35 -0.77
H: 3.25 2.86 4.37
H: -1.65 3.90 -5.93
H: -1.31 -3.86 -2.37
H: -3.89 3.46 3.35
H: 2.43 3.15 2.82
H: 4.83 0.20 -2.89
H: -5.66 -2.99 1.30
C: 3.81 3.29 -1.44
C: -4.75 -2.44 1.50
C: -4.31 3.08 -2.28
N: -1.39 1.37 -3.73
C: 1.37 -4.59 5.10
N: -2.75 -1.40 1.16
N: -2.40 1.06 -1.70
Fe: -1.07 -0.81 -0.49
O: -0.43 0.93 1.16
H: 2.17 0.96 1.13
C: 1.70 1.44 3.89
H: -0.09 -0.42 2.60
C: -3.83 -2.30 -0.84
H: 4.83 3.63 -1.56
C: -3.08 -3.54 -3.52
H: 4.03 2.48 -3.40
H: -5.50 2.11 -0.77
C: -2.78 3.74 -4.11
C: -0.20 2.28 0.88
C: -4.72 1.86 -1.48
H: 3.78 4.29 0.34
C: 2.19 -3.56 5.53
C: 1.06 -4.70 3.75
C: -1.11 4.58 0.92
C: 6.27 -0.48 1.15
C: 2.13 -1.55 -1.84
C: -3.77 -2.09 0.56
N: 1.30 -0.55 -1.58
H: -2.14 4.47 -3.59
C: 1.72 0.71 -1.73
H: 0.98 -5.30 5.81
H: 0.42 -5.49 3.41
C: -2.08 5.48 1.32
H: -3.14 2.10 -0.05
C: 1.87 0.27 1.93
C: -2.85 -6.22 -4.27
H: -3.69 0.44 -0.21